*A*
ORCA calculation (wB97M-V/def2-TZVPD) on a cluster of 2 separate species, C2H4Cl2S in total.

XYZ file:
```
9
Properties=species:S:1:pos:R:3:mulliken_charge:R:1
C -1.513 0.680 0.085 -0.964
C -0.560 -0.469 0.096 0.411
S 3.736 0.088 -0.518 -0.206
Cl -1.089 -1.964 -0.502 -0.167
Cl 0.980 -0.313 0.665 -0.133
H -2.451 0.419 -0.352 0.340
H -1.683 1.251 0.987 0.298
H -1.099 1.322 -0.722 0.277
H 3.680 -1.014 0.261 0.144
```

The LUMO energy (alpha / beta) comes out at -0.017 / -2.087 eV. For the orbital gap (alpha / beta), the calculation gives 9.715 / 5.694 eV. Its charge is 0.


*B*
ORCA calculation (wB97M-V/def2-TZVPD) on an isolated molecule of C2H4Cl2S.

XYZ file:
```
9
Properties=species:S:1:pos:R:3:mulliken_charge:R:1
C -0.572 0.516 0.591 -1.084
C -0.044 -0.280 -0.649 0.510
S 1.496 -1.243 -0.101 -0.134
Cl 0.406 0.777 -1.934 -0.128
Cl -1.175 -1.464 -1.255 -0.159
H 0.355 0.518 1.281 0.270
H -0.963 1.519 0.268 0.308
H -1.351 -0.029 1.076 0.318
H 1.847 -0.314 0.721 0.099
```

The LUMO energy comes out at 0.679 eV. As for the structure (SMILES): CC(S)(Cl)Cl. For the orbital gap, the calculation gives 10.315 eV. Its charge is 0.


In terms of stability, *B* leads; the second structure lies 57.7 kcal/mol higher.


*A*
ORCA calculation (wB97M-V/def2-TZVPD) on an isolated molecule of C2H5NOS.

XYZ file:
```
10
Properties=species:S:1:pos:R:3:mulliken_charge:R:1
C 0.221 -1.751 0.335 -0.759
S 0.257 -0.434 1.508 -0.021
C -0.071 0.955 0.555 0.066
N -0.241 0.960 -0.704 -0.297
O -0.423 2.263 -1.177 -0.428
H -0.782 -1.967 -0.083 0.277
H 0.994 -1.498 -0.427 0.258
H 0.496 -2.666 0.969 0.286
H 0.029 1.885 1.203 0.269
H -0.480 2.253 -2.180 0.349
```

The LUMO energy comes out at 0.894 eV. As for the structure (SMILES): CS/C=N/O. For the orbital gap, the calculation gives 9.451 eV. Its charge is 0.


*B*
ORCA calculation (wB97M-V/def2-TZVPD) on an isolated molecule of C2H5NOS.

XYZ file:
```
10
Properties=species:S:1:pos:R:3:mulliken_charge:R:1
C -0.352 1.143 -0.064 -0.677
N -0.168 -0.313 -0.082 0.187
O -1.252 -1.052 -0.267 -0.455
C 1.018 -0.869 0.065 -0.084
S 2.538 -0.241 -0.128 -0.381
H 0.808 1.306 -0.291 0.191
H -0.998 1.617 -0.966 0.256
H -0.608 1.478 1.098 0.266
H -1.899 -1.169 0.557 0.341
H 0.912 -1.901 0.077 0.356
```

The LUMO energy comes out at 0.254 eV. As for the structure (SMILES): CN(O)C=S. For the orbital gap, the calculation gives 8.664 eV. Its charge is 0.


*C*
ORCA calculation (wB97M-V/def2-TZVPD) on an isolated molecule of C2H5NOS.

XYZ file:
```
10
Properties=species:S:1:pos:R:3:mulliken_charge:R:1
N 0.115 -1.242 0.656 -0.427
C 0.227 -0.071 0.026 0.113
S 1.668 0.455 -0.651 -0.328
C -1.164 0.750 0.198 -0.308
O -2.233 -0.214 0.299 -0.584
H -0.790 -1.318 1.217 0.308
H 1.130 -1.483 0.986 0.289
H -1.219 1.306 1.120 0.303
H -1.266 1.457 -0.683 0.248
H -1.852 -0.912 -0.550 0.387
```

The LUMO energy comes out at 0.135 eV. As for the structure (SMILES): NC(=S)CO. For the orbital gap, the calculation gives 8.802 eV. Its charge is 0.


In terms of stability, *C* leads; the second structure lies 10.7 kcal/mol higher.


*A*
ORCA calculation (wB97M-V/def2-TZVPD) on a structure of composition C2H5NOS.

XYZ file:
```
10
Properties=species:S:1:pos:R:3:mulliken_charge:R:1
C 0.736 1.121 -0.002 -0.564
C 0.800 -0.409 -0.019 0.334
H -0.476 1.037 -0.543 0.265
H 1.565 1.632 -1.110 0.268
H 0.820 1.334 1.251 0.246
H -0.422 -2.065 -0.541 0.356
H -2.460 -0.210 1.092 0.185
N -0.456 -0.993 0.290 -0.323
O 1.789 -1.146 -0.179 -0.559
S -1.897 -0.301 -0.238 -0.208
```

The LUMO energy comes out at 0.020 eV. For the orbital gap, the calculation gives 9.249 eV. Its charge is 0.


*B*
ORCA calculation (wB97M-V/def2-TZVPD) on an isolated molecule of C2H5NOS.

XYZ file:
```
10
Properties=species:S:1:pos:R:3:mulliken_charge:R:1
C -0.336 -1.268 0.962 -0.509
O -0.697 -0.545 -0.227 -0.230
N 0.369 0.201 -0.723 -0.158
C 0.196 1.554 -0.659 -0.145
S 1.238 2.646 -1.316 -0.307
H -1.184 -1.877 1.069 0.247
H -0.167 -0.597 1.775 0.262
H 0.550 -1.793 0.784 0.285
H 0.712 -0.174 -1.603 0.247
H -0.682 1.853 -0.063 0.309
```

The LUMO energy comes out at 0.422 eV. As for the structure (SMILES): CONC=S. For the orbital gap, the calculation gives 9.120 eV. Its charge is 0.


In terms of stability, *B* leads; the second structure lies 66.4 kcal/mol higher.


*A*
ORCA calculation (wB97M-V/def2-TZVPD) on an isolated molecule of C2HClF2OS.

XYZ file:
```
8
Properties=species:S:1:pos:R:3:mulliken_charge:R:1
O -1.825 1.375 -0.213 -0.399
C -0.928 0.661 -0.516 0.540
F -0.332 0.463 -1.820 -0.219
C -0.082 -0.161 0.324 -0.101
Cl -0.593 -0.160 2.062 -0.126
S 1.737 0.299 0.264 0.232
F 2.267 -1.149 -0.235 -0.221
H -0.244 -1.327 0.135 0.294
```

The LUMO energy comes out at -0.408 eV. As for the structure (SMILES): O=C(F)[C@H](Cl)SF. For the orbital gap, the calculation gives 9.601 eV. Its charge is 0.


*B*
ORCA calculation (wB97M-V/def2-TZVPD) on a cluster of 2 separate species, C2HClF2OS in total.

XYZ file:
```
8
Properties=species:S:1:pos:R:3:mulliken_charge:R:1
C -0.721 0.055 0.965 0.688
C -0.070 -0.034 -0.310 -0.269
O -0.884 1.033 1.653 -0.468
F -1.539 -1.000 1.202 -0.202
F 0.925 0.962 -2.443 -0.195
S 0.650 1.383 -0.906 0.363
Cl 1.830 -1.448 0.909 -0.316
H -0.192 -0.951 -1.071 0.399
```

The LUMO energy (alpha / beta) comes out at -3.156 / -2.952 eV. For the orbital gap (alpha / beta), the calculation gives 6.789 / 7.541 eV. Its charge is 0.


In terms of stability, *A* leads; the second structure lies 30.3 kcal/mol higher.